Entry 1:
Formula: C49H51As2I2KN3O3
Source: OMol25
Level of theory: ωB97M-V with the def2-TZVPD basis set

Results
Kohn-Sham gap (eV): 6.38
Net charge: -1
Spin multiplicity: 1
Lowest unoccupied orbital energy (hartree): 0.0691
Total energy (eV): -216456.785
Energy above the lowest of the compared OMol25 structures with the same formula, charge and spin (kcal/mol): 8.0

Atoms and positions in Å:
K (-0.3319, 1.3300, 0.9783)
I (4.8951, 0.0607, -7.5678)
C (4.1735, 0.0477, -5.6065)
C (4.9838, -0.3919, -4.5729)
C (4.4755, -0.3888, -3.2892)
I (5.6868, -1.0376, -1.7133)
C (3.1638, 0.0520, -2.9334)
O (2.7621, 0.0824, -1.7271)
C (2.3610, 0.4622, -4.0524)
C (0.9368, 0.9717, -3.8811)
N (0.2111, 0.4721, -2.7190)
C (-0.9887, -0.3110, -2.9555)
C (-2.2077, 0.3834, -2.3848)
C (-2.9778, 1.2277, -3.1781)
C (-3.9751, 1.9876, -2.5927)
C (-4.1731, 1.8856, -1.2262)
C (-3.3802, 1.0040, -0.5129)
N (-2.4308, 0.2504, -1.0738)
C (2.8754, 0.4623, -5.3363)
H (5.9941, -0.7284, -4.7602)
H (0.3854, 0.6917, -4.7857)
H (0.9494, 2.0713, -3.8744)
H (0.8680, 0.0215, -2.0867)
H (-0.8980, -1.3078, -2.5136)
H (-1.1512, -0.4429, -4.0312)
H (-2.7629, 1.3063, -4.2365)
H (-4.5697, 2.6687, -3.1889)
H (-4.9034, 2.4932, -0.7107)
H (-3.4843, 0.9109, 0.5624)
H (2.2408, 0.7932, -6.1521)
C (4.0941, -3.7948, 1.8494)
C (3.0687, -3.0399, 2.6873)
As (2.8748, -1.1786, 2.0507)
C (1.5592, -0.5589, 3.4096)
C (1.4652, -1.3568, 4.7078)
C (4.5264, -0.3778, 2.7924)
C (5.1349, -0.9524, 4.0649)
H (4.2142, -4.8258, 2.1921)
H (5.0763, -3.3165, 1.8936)
H (3.8036, -3.8189, 0.7984)
H (3.3232, -3.0727, 3.7479)
H (2.0807, -3.4987, 2.5819)
H (0.5748, -0.5787, 2.9305)
H (1.7790, 0.4914, 3.6159)
H (1.1091, -2.3730, 4.5281)
H (0.7575, -0.8869, 5.3963)
H (2.4233, -1.4297, 5.2222)
H (4.2740, 0.6772, 2.9237)
H (5.2541, -0.4158, 1.9781)
H (4.4697, -0.8435, 4.9215)
H (6.0682, -0.4389, 4.3114)
H (5.3675, -2.0135, 3.9602)
O (-1.7898, -0.1738, 1.8980)
As (-2.0165, -1.7385, 1.4255)
C (-3.8487, -2.1525, 0.9811)
C (-4.2876, -2.2375, -0.3357)
C (-5.6245, -2.4932, -0.6036)
C (-6.5251, -2.6539, 0.4400)
C (-6.0904, -2.5591, 1.7543)
C (-4.7527, -2.3112, 2.0261)
C (-1.6529, -2.8193, 2.9899)
C (-1.8778, -2.2325, 4.2308)
C (-1.6609, -2.9611, 5.3913)
C (-1.2001, -4.2679, 5.3142)
C (-0.9540, -4.8466, 4.0766)
C (-1.1842, -4.1255, 2.9129)
C (-0.8827, -2.5029, 0.0801)
C (0.3927, -1.9917, -0.1268)
C (1.2681, -2.6274, -0.9965)
C (0.8585, -3.7695, -1.6702)
C (-0.4161, -4.2828, -1.4669)
C (-1.2873, -3.6580, -0.5850)
H (-3.5935, -2.0776, -1.1503)
H (-5.9626, -2.5535, -1.6300)
H (-7.5690, -2.8480, 0.2283)
H (-6.7917, -2.6777, 2.5701)
H (-4.4184, -2.2444, 3.0543)
H (-2.1954, -1.1970, 4.2764)
H (-1.8331, -2.5017, 6.3564)
H (-1.0183, -4.8322, 6.2200)
H (-0.5757, -5.8591, 4.0156)
H (-0.9801, -4.5787, 1.9502)
H (0.7501, -1.0971, 0.3680)
H (2.2448, -2.1866, -1.1583)
H (1.5353, -4.2557, -2.3614)
H (-0.7357, -5.1732, -1.9940)
H (-2.2738, -4.0742, -0.4205)
N (-3.6569, 9.5936, -4.5209)
C (-3.2983, 8.7796, -3.7898)
C (-2.8565, 7.7637, -2.8774)
C (-3.2681, 7.7922, -1.5439)
C (-2.8495, 6.8113, -0.6687)
C (-2.0079, 5.7665, -1.0897)
C (-1.6029, 5.7587, -2.4363)
C (-2.0180, 6.7373, -3.3159)
C (-1.5957, 4.7417, -0.1951)
C (-1.2647, 3.7930, 0.5203)
H (-3.9183, 8.5882, -1.2043)
H (-3.1684, 6.8299, 0.3646)
H (-0.9601, 4.9572, -2.7762)
H (-1.6990, 6.7142, -4.3501)
C (4.0708, 3.1291, 0.5164)
C (2.6447, 2.6821, 0.3594)
C (1.9029, 3.1644, -0.8526)
O (2.1125, 1.9799, 1.1999)
H (4.6508, 2.7346, -0.3213)
H (4.4890, 2.7756, 1.4556)
H (4.1194, 4.2190, 0.4609)
H (2.5478, 3.7269, -1.5268)
H (1.0635, 3.7867, -0.5235)
H (1.4858, 2.3111, -1.3871)

Atoms 1-2, force components in eV/Å:
0.6 0.8 -0.7
0.0 0.0 0.0



Entry 2:
Formula: C49H52Br2CdCl4Ge2O4S4Si
Source: OMol25
Level of theory: ωB97M-V with the def2-TZVPD basis set

Results
Kohn-Sham gap (eV): 6.86
Net charge: -2
Spin multiplicity: 1
Lowest unoccupied orbital energy (hartree): 0.1466
Total energy (eV): -418845.127
Energy above the lowest of the compared OMol25 structures with the same formula, charge and spin (kcal/mol): 15.1

Atoms and positions in Å:
Cd (2.4543, -0.0882, 2.4290)
Br (3.5667, 0.9192, 5.9022)
C (5.1872, -0.0990, 5.5789)
Br (6.1438, 0.4489, 3.9940)
H (4.8958, -1.1440, 5.4612)
H (5.8507, 0.0430, 6.4312)
C (3.5910, -6.0017, -0.0132)
C (3.2432, -4.8179, -0.8679)
C (1.9977, -4.6865, -1.4624)
C (1.6866, -3.5881, -2.2506)
C (0.3530, -3.4861, -2.9287)
C (2.6424, -2.5882, -2.4374)
C (3.9204, -2.7313, -1.8955)
C (5.0134, -1.7387, -2.1635)
C (4.1957, -3.8376, -1.1048)
C (2.3238, -1.4325, -3.3060)
C (2.7590, -1.4954, -4.6248)
C (2.5359, -0.4456, -5.4937)
C (1.8659, 0.6717, -5.0363)
C (1.4139, 0.7470, -3.7214)
C (1.6286, -0.3146, -2.8459)
Ge (1.2699, -0.1537, -0.8414)
S (3.2356, -0.0848, 0.0381)
S (-0.2173, 1.4817, -0.2465)
Ge (-0.8478, -0.0264, 1.3761)
S (0.0792, -0.2782, 3.3094)
S (-0.1634, -1.7727, 0.0133)
C (-2.8570, 0.1970, 1.6839)
C (-3.8160, -0.5756, 1.0366)
C (-5.1578, -0.4919, 1.4051)
C (-5.5596, 0.3498, 2.4228)
C (-4.6161, 1.1429, 3.0463)
C (-3.2755, 1.0834, 2.6796)
C (-2.3531, 2.0252, 3.3543)
C (-1.9117, 1.7938, 4.6554)
C (-2.3414, 0.5808, 5.4292)
C (-1.0449, 2.7024, 5.2492)
C (-0.6273, 3.8473, 4.5892)
C (0.3456, 4.7994, 5.2188)
C (-1.1323, 4.0934, 3.3189)
C (-1.9934, 3.2054, 2.6960)
C (-2.5650, 3.5213, 1.3457)
C (-3.5176, -1.4896, -0.0889)
C (-3.4774, -0.9889, -1.3888)
C (-3.5672, 0.4856, -1.6325)
C (-3.3448, -1.8760, -2.4477)
C (-3.2649, -3.2444, -2.2397)
C (-3.2046, -4.1980, -3.4015)
C (-3.2844, -3.7210, -0.9369)
C (-3.4073, -2.8615, 0.1426)
C (-3.4134, -3.3724, 1.5509)
C (0.6878, 1.9749, -3.3193)
C (1.3244, 3.0162, -2.6462)
C (2.7653, 2.9427, -2.2462)
C (0.5965, 4.1602, -2.3368)
C (-0.7363, 4.2904, -2.6799)
C (-1.5222, 5.5203, -2.3235)
C (-1.3496, 3.2486, -3.3656)
C (-0.6557, 2.0972, -3.6895)
C (-1.3312, 0.9689, -4.4154)
H (2.7442, -6.6763, 0.0918)
H (3.8958, -5.6681, 0.9761)
H (4.4264, -6.5525, -0.4478)
H (1.2448, -5.4487, -1.3049)
H (-0.1738, -4.4364, -2.8789)
H (0.4683, -3.1875, -3.9718)
H (-0.2614, -2.7366, -2.4309)
H (4.6359, -0.8709, -2.6974)
H (5.8077, -2.2022, -2.7533)
H (5.4403, -1.3965, -1.2236)
H (5.1739, -3.9282, -0.6523)
H (3.2945, -2.3752, -4.9555)
H (2.8925, -0.4939, -6.5158)
H (1.6981, 1.5125, -5.6970)
H (-5.8847, -1.1018, 0.8803)
H (-6.6014, 0.3960, 2.7209)
H (-4.9120, 1.8227, 3.8348)
H (-2.9219, -0.0938, 4.8054)
H (-2.9394, 0.8730, 6.2954)
H (-1.4634, 0.0455, 5.7821)
H (-0.6669, 2.4927, 6.2418)
H (0.4642, 4.5929, 6.2804)
H (0.0221, 5.8321, 5.0907)
H (1.3129, 4.6867, 4.7303)
H (-0.8314, 4.9918, 2.7956)
H (-2.4437, 4.5779, 1.1174)
H (-3.6227, 3.2601, 1.3004)
H (-2.0449, 2.9524, 0.5765)
H (-4.2726, 0.9517, -0.9475)
H (-3.8682, 0.6990, -2.6555)
H (-2.5928, 0.9436, -1.4587)
H (-3.3064, -1.4895, -3.4577)
H (-2.8154, -3.7067, -4.2912)
H (-4.2055, -4.5730, -3.6314)
H (-2.5732, -5.0533, -3.1683)
H (-3.1980, -4.7862, -0.7619)
H (-3.3222, -4.4559, 1.5761)
H (-4.3266, -3.0760, 2.0682)
H (-2.5738, -2.9374, 2.0934)
H (3.2594, 2.0811, -2.6899)
H (2.8572, 2.8622, -1.1615)
H (3.2916, 3.8500, -2.5446)
H (1.0907, 4.9542, -1.7940)
H (-0.9050, 6.2313, -1.7797)
H (-2.3731, 5.2526, -1.6980)
H (-1.9056, 6.0099, -3.2208)
H (-2.3947, 3.3357, -3.6366)
H (-2.3844, 1.1912, -4.5786)
H (-1.2487, 0.0527, -3.8313)
H (-0.8577, 0.7869, -5.3821)
O (1.6942, 2.2107, 1.9397)
Cl (2.9333, 2.7873, 2.3298)
O (3.6956, 3.1524, 1.1954)
O (2.7034, 3.9270, 3.1460)
O (3.6620, 1.8135, 3.0999)
Cl (5.1825, -3.3365, 2.4606)
Si (3.4096, -2.4275, 3.1437)
Cl (1.9869, -3.7842, 2.4728)
Cl (3.5847, -3.0642, 5.2119)

Atoms 1-2, force components in eV/Å:
-0.1 -0.9 0.1
0.2 -0.3 0.3